(1)
{
  "formula": "C6H17N2",
  "method": "the ωB97M-V functional and the def2-TZVPD basis",
  "elements": ["N", "C", "C", "N", "C", "C", "C", "C", "H", "H", "H", "H", "H", "H", "H", "H", "H", "H", "H", "H", "H", "H", "H", "H", "H"],
  "coordinates": [[0.71878, -0.17768, -1.55893], [2.11777, -0.01605, -1.28359], [2.65653, -1.25272, -0.54906], [-0.41433, -0.15885, 0.65237], [-1.63587, -0.83758, 0.39916], [-2.30065, -0.75783, -0.99706], [-0.53778, 1.28715, 0.84020], [-0.56991, 1.54760, 2.34130], [2.33138, -1.13976, 0.48736], [0.12402, -0.08966, -0.62034], [0.46170, 0.36957, -2.38149], [2.23105, 0.74253, -0.47840], [2.70355, 0.31692, -2.14136], [3.74500, -1.32177, -0.48219], [2.32044, -2.20494, -0.95975], [-2.35894, -0.50776, 1.16816], [-1.39924, -1.88123, 0.64170], [-3.23456, -1.30371, -0.89230], [-2.46531, 0.26145, -1.33715], [-1.72230, -1.22246, -1.79679], [-1.42687, 1.69213, 0.34466], [0.28237, 1.83414, 0.36138], [0.38354, 1.21677, 2.76691], [-1.38953, 1.01413, 2.82552], [-0.62085, 2.58962, 2.64969]],
  "homo_ev": -13.92,
  "gap_ev": 6.01,
  "multiplicity": 1,
  "charge": 1,
  "relative_energy_ev": 5.605
}



(2)
{
  "formula": "C6H17N2",
  "method": "the ωB97M-V functional and the def2-TZVPD basis",
  "elements": ["N", "C", "C", "C", "C", "N", "C", "C", "H", "H", "H", "H", "H", "H", "H", "H", "H", "H", "H", "H", "H", "H", "H", "H", "H"],
  "coordinates": [[-0.07834, 4.21943, -2.82132], [0.80772, -0.39996, 0.86268], [0.37394, -0.08871, 2.24746], [-0.21037, 1.28251, 2.55012], [-0.25095, -0.33278, -0.21782], [-0.64287, -1.64520, -0.97555], [0.66061, -2.04397, -1.61671], [-1.09207, -2.63288, 0.00744], [-0.09019, 4.56235, -1.88264], [0.60569, 3.45386, -2.84481], [0.27563, 4.94029, -3.46329], [1.85313, -0.13044, 0.60511], [1.22562, -0.21772, 2.80015], [-0.49956, -0.76982, 2.55673], [0.12528, 2.02910, 1.75468], [-1.35986, 1.28171, 2.67061], [0.07086, 1.56284, 3.57403], [0.03037, 0.30145, -1.05359], [-1.19004, -0.05488, 0.17269], [0.95957, -1.21298, -2.30707], [0.58495, -2.93620, -2.30480], [1.53423, -2.42394, -0.98333], [-0.38800, -2.66360, 0.83728], [-1.12082, -3.64024, -0.48517], [-2.18452, -2.44024, 0.31712]],
  "homo_ev": -12.45,
  "gap_ev": 4.90,
  "multiplicity": 1,
  "charge": 1,
  "relative_energy_ev": 5.366
}